1.
Here is a structure of composition C37H37FGeN2O4ReSSi at a distorted geometry from the Open Molecules 2025 dataset. Energies are from wB97M-V/def2-TZVPD.

highest occupied orbital energy = -11.6645 eV
LUMO level = -0.169 hartree
gap between HOMO and LUMO = 7.056 eV
energy = -130208.13090 eV

The geometry in ORCA input format:
```
! RIJCOSX wB97M-V def2-TZVPD def2/J DEFGRID3
* xyz 1 1
Re 0.51069 0.98586 -0.95210
Ge -2.35549 -0.38668 0.96798
S 1.43360 3.69840 -0.25843
Si 1.69997 -2.02303 -1.51298
F 1.43024 1.51240 -3.93997
O -1.61122 2.59162 -3.94911
O 0.98230 4.77405 0.61518
O -0.95287 1.23975 -2.31932
O 2.51749 3.93921 -1.18618
N 0.17615 2.98459 -0.87214
N 1.72794 -0.21953 -1.71698
C -3.19165 -1.57703 -0.33446
C 2.70710 -2.98601 -2.73349
C -4.68856 1.39985 0.55800
C 3.15008 -0.72170 3.50651
C -0.61180 0.03616 0.00161
C -0.20110 -2.88766 3.53359
C 2.27028 -2.31269 0.24927
C 5.24281 0.57768 -2.69254
C -3.58764 -2.90456 -0.10485
C -3.97459 -1.86701 -2.63003
C -5.44135 2.53809 0.84123
C -3.40692 1.26979 1.11001
C -3.44756 -1.05952 -1.58875
C -1.08153 2.51705 -2.86198
C -1.27878 -1.27843 4.93506
C 1.82675 2.15782 0.59928
C 5.00231 1.48772 -3.75307
C 2.69005 1.23151 -3.46980
C -0.03965 -2.57541 -1.77782
C -4.50241 -3.07654 -2.30755
C 4.16484 0.00410 -2.04574
C -1.68462 -1.24265 2.57057
C -3.63526 3.50430 1.96564
C 3.72635 1.81269 -4.10873
C 2.85708 0.40002 -2.41909
C -0.37601 -2.32653 4.82573
C 0.97981 1.75840 1.69117
C -2.01903 -0.79022 3.86751
C 1.34664 0.71668 2.53562
C -4.24505 -3.67133 -1.05424
C -2.95344 2.28302 1.90487
C 3.54713 0.71626 1.52976
C -0.76627 -2.29055 2.45687
C 3.17576 1.67342 0.57658
C -4.89621 3.65979 1.45250
C 2.63200 0.22974 2.50694
C -0.74790 3.62647 -1.80709
H 3.34008 -1.96277 0.23840
H -1.64751 4.03907 -1.40008
H -4.51244 -4.71257 -0.85840
H 2.27154 -2.94762 -3.75132
H -5.44340 4.57895 1.53919
H -3.14540 4.34688 2.44158
H -5.08194 0.58025 -0.07219
H 3.79282 -2.92045 -2.63439
H -0.17952 4.42537 -2.36221
H -3.04526 -0.07186 -1.72889
H -1.45898 -0.81707 5.88418
H 4.56702 0.29930 1.48749
H -0.76835 -2.69709 -0.93894
H 4.23935 -0.65400 -1.15163
H -2.66040 0.07130 4.00472
H 3.76915 2.05605 -0.22407
H 0.77578 0.43613 3.43087
H -6.43545 2.54273 0.47716
H 0.57566 -3.66888 3.33985
H -0.52025 -1.89599 -2.44808
H 0.22258 -2.68335 5.66002
H 2.48789 -4.00078 -2.31011
H 3.55700 2.52562 -4.95354
H 2.78038 -0.41498 4.42460
H 0.05664 -3.46624 -2.41686
H 6.22975 0.29876 -2.30261
H 1.77053 -1.74294 1.02975
H 2.43358 -3.32004 0.54479
H -4.94711 -3.72001 -3.08285
H 4.20803 -0.74844 3.63333
H 0.12101 2.30534 2.04530
H 2.71065 -1.73412 3.37266
H -1.97335 2.33951 2.33661
H -3.38271 -3.39982 0.87918
H -4.17458 -1.55255 -3.65176
H 5.80771 1.79713 -4.39013
H -0.44097 -2.64018 1.50330
*
```

Atomic partial charges in e from the Löwdin method, atoms 1 to 5: 1.591, 1.002, 0.587, 0.437, 0.067



2.
Here is the molecule C5H6O2 from the Open Molecules 2025 dataset. Energies are from wB97M-V/def2-TZVPD.

highest occupied orbital energy = -9.3052 eV
LUMO level = -0.009 hartree
gap between HOMO and LUMO = 9.050 eV
energy = -9371.81903 eV

The geometry in ORCA input format:
```
! RIJCOSX wB97M-V def2-TZVPD def2/J DEFGRID3
* xyz 0 1
O 0.49652 2.76014 -1.33396
O -1.09709 -1.21719 0.93597
C -0.48199 0.95779 -0.09091
C 0.22454 -1.12321 1.35766
C 0.67802 -1.24552 -0.81620
C -0.20957 -0.52986 0.01889
C 0.17043 1.59988 -1.30202
H -1.56987 1.08185 -0.20727
H 0.30161 0.94027 -2.18062
H 0.42403 -2.31819 -0.74202
H 0.78186 -2.05639 1.45205
H 0.46263 -0.36688 2.10574
H -0.18112 1.51729 0.80269
*
```

Atomic partial charges in e from the Löwdin method, atoms 1 to 5: 0.056, -0.003, -0.078, -0.088, 0.215



3.
Here is a structure of composition C3H4S2 at a distorted geometry from the Open Molecules 2025 dataset. Energies are from wB97M-V/def2-TZVPD.

highest occupied orbital energy = -8.8062 eV
LUMO level = -0.018 hartree
gap between HOMO and LUMO = 8.306 eV
energy = -24843.38534 eV

The geometry in ORCA input format:
```
! RIJCOSX wB97M-V def2-TZVPD def2/J DEFGRID3
* xyz 0 1
S -1.67312 0.28207 0.05898
S 1.97559 -0.81560 -0.65759
C -0.00815 0.74536 -0.86265
C -0.37220 -0.69525 0.86663
C 0.54496 -0.28469 -0.14067
H -0.41167 -1.67195 1.31859
H -0.39107 0.81233 -2.03071
H 0.38718 1.68477 -0.37136
H -0.05152 -0.05704 1.81878
*
```

Atomic partial charges in e from the Löwdin method, atoms 1 to 5: 0.780, 0.762, -0.434, -0.501, -1.105



4.
Here is a cluster of 2 separate species, C3H10NS in total from the Open Molecules 2025 dataset. Energies are from wB97M-V/def2-TZVPD.

highest occupied orbital energy = -13.4321 eV
LUMO level = -0.132 hartree
gap between HOMO and LUMO = 9.833 eV
energy = -15590.55195 eV

The geometry in ORCA input format:
```
! RIJCOSX wB97M-V def2-TZVPD def2/J DEFGRID3
* xyz 1 1
S 0.62305 -0.56919 2.02057
N -0.07641 -1.08457 -1.07810
C 0.45846 0.03804 -1.88737
C -1.00640 0.18900 1.75856
C 0.98171 1.10676 -1.29310
H 1.21809 1.13062 -0.23953
H 0.10110 -0.88935 -0.06767
H 0.42657 -0.11953 -2.95831
H 0.33220 -1.96405 -1.41137
H 1.06709 2.04072 -1.82715
H -1.78507 -0.59268 1.61437
H -1.31987 0.73051 2.66523
H -0.94397 0.87361 0.89610
H 1.02472 0.25622 3.00580
H -1.10127 -1.14610 -1.19801
*
```

Atomic partial charges in e from the Löwdin method, atoms 1 to 5: 0.684, 0.173, -0.128, -0.464, 0.079



The records above yield relative energy (zero: lowest compared OMol25 entry of this formula, charge and spin) values of 5.3 121.7 52.0 35.7 kcal/mol, respectively.